{"formula": "C17H23Cl3O4SSn", "method": "wB97M-V/def2-TZVPD", "homo_lumo_gap_ev": [5.1, 3.2], "total_charge": -2, "elements": ["C", "C", "C", "C", "C", "C", "C", "C", "C", "C", "Sn", "Cl", "Cl", "Cl", "H", "H", "H", "H", "H", "H", "H", "H", "H", "H", "H", "H", "H", "H", "H", "O", "H", "C", "C", "C", "C", "C", "C", "C", "S", "O", "O", "O", "H", "H", "H", "H", "H", "H", "H"], "positions_angstrom": [[-0.925, 0.596, -3.689], [-1.085, -0.781, -4.026], [0.200, -1.389, -4.030], [-2.351, -1.511, -4.259], [1.171, -0.384, -3.694], [0.470, 0.851, -3.476], [1.066, 2.116, -3.064], [-2.023, 1.559, -3.518], [0.461, -2.819, -4.242], [2.608, -0.628, -3.563], [-1.573, -1.784, 0.348], [-2.804, -3.531, 0.590], [-2.241, 0.711, 1.459], [0.794, -1.877, -0.937], [-3.196, -0.832, -4.351], [-2.558, -2.251, -3.467], [-2.300, -2.093, -5.208], [-0.148, -3.462, -3.574], [1.520, -3.043, -4.066], [0.215, -3.106, -5.285], [2.818, -1.449, -2.851], [3.128, 0.267, -3.205], [3.050, -0.920, -4.534], [2.164, 1.963, -2.951], [0.658, 2.436, -2.060], [0.886, 2.913, -3.823], [-2.932, 1.020, -3.206], [-2.283, 2.098, -4.443], [-1.776, 2.292, -2.749], [0.425, 2.057, -0.378], [0.649, 1.424, 0.535], [0.186, 2.197, 7.572], [0.148, 1.347, 6.305], [0.196, -0.052, 6.375], [0.405, -0.835, 5.243], [0.304, -0.242, 3.994], [0.267, 1.168, 3.884], [0.096, 1.921, 5.035], [0.683, -1.157, 2.524], [1.645, -2.212, 2.799], [-0.553, -2.044, 2.083], [0.988, -0.056, 1.600], [-0.675, 2.021, 8.230], [1.094, 1.990, 8.165], [0.210, 3.263, 7.309], [0.089, -0.529, 7.363], [0.592, -1.893, 5.315], [0.312, 1.667, 2.934], [-0.074, 3.005, 4.986]]}